(1)
DFT (ωB97M-V with the def2-TZVPD basis set) results for C12H17F3N2Ta as an isolated structure in a non-equilibrium geometry.

Geometry as XYZ:
```
35
Properties=species:S:1:pos:R:3:nbo_charge:R:1
C 2.5382 -1.8925 1.2082 -0.284
H -0.6571 -2.4438 2.1413 0.239
H 0.5988 -0.8295 -2.5530 -0.366
C 4.9383 -1.4836 -0.4595 0.001
C -2.3134 1.7002 -1.3795 -0.465
H -3.3510 1.8143 -1.8821 0.206
H 3.5736 -0.3260 -1.9894 0.231
H -1.9037 0.9245 3.4941 0.224
H -2.0091 -2.2218 0.8612 0.267
H -2.0200 -0.1347 -2.6022 0.232
F -0.3990 4.8573 -1.2668 -0.302
C 3.6240 -0.8938 -1.0030 -0.288
C -1.3385 2.6895 -2.1595 0.167
N 5.1372 -2.2211 0.7384 -0.485
H -0.3549 -2.1228 -0.5577 -0.450
H 1.6571 -2.0755 1.8977 0.218
C 3.9631 -2.3784 1.5246 -0.003
H -3.3520 0.2640 2.5482 0.205
C 2.3375 -1.1108 -0.1420 -0.397
H 0.8720 1.3254 -1.1919 -0.429
H -2.4315 -2.0219 2.6961 0.203
H -2.2878 1.7133 1.8908 0.229
F -2.6673 4.7838 -2.0853 -0.337
H 4.0869 -2.9647 2.5072 0.177
N -0.1479 0.1850 1.2763 -0.800
F -0.3915 2.3224 -3.1444 -0.310
H -2.4798 2.0122 -0.2894 0.236
C -1.9289 0.1444 -1.4829 -0.976
C -2.3135 0.7146 2.4333 -0.703
Ta 0.2135 -0.3679 -0.7955 2.000
C -1.6326 -1.8835 1.8957 -0.715
H 5.8675 -1.3344 -1.1217 0.178
C -1.2545 -0.3351 1.7923 0.348
C -1.4376 4.0878 -1.8392 0.732
H -2.7361 -0.4969 -0.9603 0.215
```

Computed properties:
- gap between HOMO and LUMO (eV) = 4.47
- LUMO (eV) = 0.5
- multiplicity = 1
- charge = -1

=====

(2)
DFT (ωB97M-V with the def2-TZVPD basis set) results for an isolated ion of composition C17H11ClNO3S3 and charge -1 in a non-equilibrium geometry.

Geometry as XYZ:
```
36
Properties=species:S:1:pos:R:3:nbo_charge:R:1
O -2.7064 2.1562 -2.1723 -0.550
C 2.2698 1.8068 2.1553 -0.238
C -0.6640 1.4905 -0.2834 -0.157
Cl 4.7218 -4.1827 2.7041 -0.015
S 1.1162 -0.3001 1.1214 0.425
H 6.1716 -0.0971 4.8631 0.219
H 0.8489 3.3376 1.2259 0.227
C -2.2547 1.0146 -2.1036 0.636
H 6.2541 -2.5349 4.3858 0.228
C -6.3394 0.3083 -3.6510 0.741
H 2.8710 -2.2482 1.8487 0.234
H -4.9702 -0.0268 -2.0149 0.200
S -0.9292 -1.1093 -1.3287 0.371
C 3.4592 -0.3588 2.7516 0.043
C 2.4056 0.4248 2.0857 -0.229
H -0.9228 2.5607 -0.3151 0.251
H 4.3471 1.2874 3.8573 0.211
O -7.3205 0.5462 -2.8992 -0.770
O -6.3552 0.4786 -4.9049 -0.794
H -5.1977 -1.4355 -3.0745 0.218
C 3.5778 -1.7331 2.4684 -0.258
H -3.6945 -0.4193 -4.8076 0.240
N -2.6376 0.0248 -3.0248 -0.438
S -2.2386 -2.6525 -3.5194 -0.094
C 5.3992 -0.5352 4.2166 -0.195
C -2.0723 -1.2046 -2.6875 -0.057
C -1.2517 0.6074 -1.1512 -0.275
H 2.9228 2.4570 2.7632 0.225
C 4.3894 0.2291 3.6546 -0.216
H -3.9734 1.1513 -4.2053 0.254
C -5.0935 -0.3281 -3.0527 -0.514
C 0.4520 1.2527 0.6572 -0.231
C -3.8240 0.1207 -3.8723 -0.235
C 4.5946 -2.4640 3.0599 0.007
C 1.1270 2.2659 1.3196 -0.212
C 5.5173 -1.8904 3.9301 -0.251
```

Computed properties:
- relative energy (zero: lowest compared OMol25 entry of this formula, charge and spin) (kJ/mol) = 0.0
- SMILES = O=C([O-])CCN1C(=O)/C(=C/c2ccc(-c3cccc(Cl)c3)s2)SC1=S
- gap between HOMO and LUMO (eV) = 4.89
- LUMO (eV) = 0.7
- multiplicity = 1
- charge = -1

=====

(3)
DFT (ωB97M-V with the def2-TZVPD basis set) results for C4H4BrIN2 as an isolated structure in a non-equilibrium geometry.

Geometry as XYZ:
```
12
Properties=species:S:1:pos:R:3:nbo_charge:R:1
C 0.6767 -0.9789 1.2554 -0.016
H 1.4685 -1.5497 0.7214 0.219
N -0.5861 -0.9931 0.6593 -0.463
C -1.3087 -0.0817 0.2209 0.020
H 0.1253 0.0869 3.0596 0.209
I -3.1302 -0.6701 -0.5430 0.207
C 0.2760 1.2283 -3.5515 0.085
H -0.0866 1.6255 -4.4291 0.221
C 0.9237 -0.3549 2.4189 -0.441
N 0.7174 0.6731 -2.6635 -0.307
Br -0.8363 1.7478 0.0040 0.069
H 1.7603 -0.7332 2.8476 0.199
```

Computed properties:
- relative energy (zero: lowest compared OMol25 entry of this formula, charge and spin) (kJ/mol) = 144.7
- gap between HOMO and LUMO (eV) = 9.22
- LUMO (eV) = 0.2
- multiplicity = 1

=====

(4)
DFT (ωB97M-V with the def2-TZVPD basis set) results for CH2N2O2 as an isolated structure in a non-equilibrium geometry.

Geometry as XYZ:
```
7
Properties=species:S:1:pos:R:3:nbo_charge:R:1
N -0.7558 -0.2468 0.1581 0.403
O 0.9243 -0.5162 0.7954 -0.364
O -1.6694 -0.1967 0.9154 -0.389
C 1.8628 0.1882 0.5619 0.359
H -1.6512 -0.0840 -1.4790 0.337
H 2.0519 1.1012 0.1046 0.158
N -0.7625 -0.2456 -1.0564 -0.503
```

Computed properties:
- relative energy (zero: lowest compared OMol25 entry of this formula, charge and spin) (kJ/mol) = 756.1
- gap between HOMO and LUMO (alpha / beta) (eV) = 8.33 / 8.56
- LUMO (alpha / beta) (eV) = -0.3 / -0.2
- multiplicity = 1